1.
Below is a 2-piece molecular cluster, CH3O3 overall, with properties calculated with the ωB97M-V functional and the def2-TZVPD basis.

- net charge = -1
- LUMO energy (eV) = 3.185
- Kohn-Sham gap (eV) = 6.7890

CARTESIAN COORDINATES (ANGSTROEM)
O 0.5880 -0.6780 -7.0569
H 0.1877 -1.4877 -7.4473
H 0.3163 -0.6981 -6.1114
O -1.2949 -1.6679 -0.5963
O 0.0000 0.0000 0.0000
C -0.6147 -1.0763 0.2389
H -0.5397 -1.6140 1.2151

Force components x, y, z for each atom (eV/Å):
-0.682 -0.867 0.439
0.413 0.881 0.526
0.268 -0.007 -0.933
-1.295 -1.380 -0.652
0.127 -0.357 1.404
0.885 1.291 -1.227
0.284 0.439 0.442



2.
Below is CH2Br3PS as an isolated structure, with properties calculated with the ωB97M-V functional and the def2-TZVPD basis.

- LUMO energy (eV) = -0.627
- Kohn-Sham gap (eV) = 8.7920

CARTESIAN COORDINATES (ANGSTROEM)
C -0.0864 0.5174 0.4574
P 0.6719 -0.0595 1.9980
S 0.5331 -1.9642 2.3916
Br -0.1243 2.3303 0.3251
Br 2.6391 1.0007 1.9266
Br -0.5842 0.9582 3.4650
H 0.4900 0.1519 -0.6181
H -1.1830 0.1952 0.4691

Force components x, y, z for each atom (eV/Å):
-0.163 -2.889 -3.342
-0.049 -1.530 0.359
0.619 1.098 -0.627
-0.104 3.012 -0.330
-0.486 -0.490 0.246
0.118 0.499 0.245
-1.634 0.404 3.521
1.699 -0.104 -0.072